(1)
This record from the OMol25 dataset describes a molecular structure, C3HFOTl in a non-equilibrium geometry. The level of theory is ωB97M-V/def2-TZVPD.

- Net charge: -1
- Spin multiplicity: 1
- Gap between HOMO and LUMO: 6.0 eV
- M: 276.421 g/mol

Atoms and positions in Å:
1 Tl -0.858 -2.004 -1.073
2 F -1.812 -3.480 -2.010
3 O -0.585 2.598 0.389
4 C 0.226 0.163 -0.020
5 C 0.980 0.701 1.008
6 C -0.006 1.509 0.492
7 H 2.054 0.513 1.214


(2)
This record from the OMol25 dataset describes a molecular structure, C3HLiMgO4 in a non-equilibrium geometry. The level of theory is ωB97M-V/def2-TZVPD.

- Expectation value of S²: 0.750
- Net charge: +1
- Spin multiplicity: 2
- Gap between HOMO and LUMO (spin up / spin down): 7.5 / 7.2 eV
- Energy relative to the best compared isomer or geometry (same formula, charge and spin): 0.0 kJ/mol
- M: 132.283 g/mol

Atoms and positions in Å:
1 Mg 3.957 0.909 0.099
2 O -2.000 1.037 -0.079
3 O 2.361 -0.271 0.047
4 O 0.426 -1.476 -0.128
5 O 0.328 0.706 0.046
6 C -1.082 0.191 -0.084
7 C -0.930 -1.136 -0.231
8 C 1.136 -0.312 0.013
9 Li -2.812 2.500 0.455
10 H -1.383 -2.149 -0.138


(3)
This record from the OMol25 dataset describes a single C3HN molecule in a non-equilibrium geometry. The level of theory is ωB97M-V/def2-TZVPD.

- SMILES: C#CC#N
- Spin multiplicity: 1
- Gap between HOMO and LUMO: 9.7 eV
- Energy relative to the best compared isomer or geometry (same formula, charge and spin): 142.1 kJ/mol
- M: 51.048 g/mol

Atoms and positions in Å:
1 N 1.068 0.372 -2.091
2 C 0.576 -0.189 -1.111
3 C -0.718 -0.050 1.059
4 C 0.133 -0.301 0.086
5 H -1.059 0.168 2.058


(4)
This record from the OMol25 dataset describes a single C3HN molecule. The level of theory is ωB97M-V/def2-TZVPD.

- Spin multiplicity: 1
- Gap between HOMO and LUMO: 11.7 eV
- Energy relative to the best compared isomer or geometry (same formula, charge and spin): 97.1 kJ/mol
- M: 51.048 g/mol

Atoms and positions in Å:
1 N -1.047 0.474 -0.491
2 C -0.006 -0.070 0.115
3 C -1.918 0.991 -1.098
4 C 1.017 -0.512 0.560
5 H 1.953 -0.883 0.914


(5)
This record from the OMol25 dataset describes a single C3HN3O molecule in a non-equilibrium geometry. The level of theory is ωB97M-V/def2-TZVPD.

- SMILES: C#Cc1nnon1
- Spin multiplicity: 1
- Gap between HOMO and LUMO: 10.4 eV
- Energy relative to the best compared isomer or geometry (same formula, charge and spin): 372.4 kJ/mol
- M: 95.061 g/mol

Atoms and positions in Å:
1 O 2.283 0.700 -0.032
2 N 1.012 1.015 -0.014
3 N 1.194 -1.069 0.009
4 N 2.317 -0.700 -0.009
5 C -1.160 -0.219 -0.158
6 C -2.395 0.037 -0.002
7 C 0.277 -0.057 -0.106
8 H -3.528 0.293 0.312


(6)
This record from the OMol25 dataset describes a single C3HN3O2 molecule in a non-equilibrium geometry. The level of theory is ωB97M-V/def2-TZVPD.

- SMILES: N#Cc1nnc(O)o1
- Spin multiplicity: 1
- Gap between HOMO and LUMO: 10.0 eV
- Energy relative to the best compared isomer or geometry (same formula, charge and spin): 268.0 kJ/mol
- M: 111.060 g/mol

Atoms and positions in Å:
1 O 2.415 -0.510 -0.246
2 O 0.175 -0.718 -0.018
3 N 0.998 1.280 -0.067
4 N -0.360 1.461 -0.094
5 N -3.479 -0.218 -0.220
6 C -0.899 0.285 0.195
7 C 1.244 0.061 0.000
8 C -2.290 -0.244 -0.015
9 H 2.197 -1.397 0.465


(7)
This record from the OMol25 dataset describes a single C3HNO2 molecule in a non-equilibrium geometry. The level of theory is ωB97M-V/def2-TZVPD.

- SMILES: N#CC(=O)C=O
- Spin multiplicity: 1
- Gap between HOMO and LUMO: 9.7 eV
- Energy relative to the best compared isomer or geometry (same formula, charge and spin): 80.2 kJ/mol
- M: 83.046 g/mol

Atoms and positions in Å:
1 O 0.985 1.551 1.127
2 O 0.770 -0.225 -1.123
3 N -2.450 -0.720 -1.245
4 C 0.797 0.388 0.918
5 C -0.079 -0.128 -0.268
6 C -1.464 -0.439 -0.703
7 H 1.442 -0.427 1.295


(8)
This record from the OMol25 dataset describes 2 unconnected molecules or ions with the total composition C3HNO2S in a non-equilibrium geometry. The level of theory is ωB97M-V/def2-TZVPD.

- Spin multiplicity: 1
- Gap between HOMO and LUMO: 9.8 eV
- Energy relative to the best compared isomer or geometry (same formula, charge and spin): 58.4 kJ/mol
- M: 115.113 g/mol

Atoms and positions in Å:
1 S 2.509 -1.469 2.890
2 O -2.015 -2.186 1.422
3 O 0.184 1.779 0.834
4 N 0.997 -0.331 0.953
5 C 0.290 0.657 0.401
6 C 1.580 -0.718 1.935
7 C -2.045 -1.265 0.716
8 H -0.548 0.362 -0.282


(9)
This record from the OMol25 dataset describes a single C3HNO5 molecule in a non-equilibrium geometry. The level of theory is ωB97M-V/def2-TZVPD.

- SMILES: O=C1OC(=NO)OC1=O
- Spin multiplicity: 1
- Gap between HOMO and LUMO: 8.2 eV
- Energy relative to the best compared isomer or geometry (same formula, charge and spin): 548.1 kJ/mol
- M: 131.043 g/mol

Atoms and positions in Å:
1 O 2.918 -0.985 0.175
2 O -0.156 0.821 -0.369
3 O -2.377 0.432 0.247
4 O 0.474 -1.392 -0.090
5 O 1.972 1.798 0.098
6 N -1.783 -0.784 -0.147
7 C 1.762 -0.692 -0.072
8 C 1.322 0.791 -0.201
9 C -0.570 -0.406 -0.104
10 H -3.562 0.417 0.464


(10)
This record from the OMol25 dataset describes a single C3HNOS molecule in a non-equilibrium geometry. The level of theory is ωB97M-V/def2-TZVPD.

- SMILES: N#CC(=O)C=S
- Spin multiplicity: 1
- Gap between HOMO and LUMO: 7.6 eV
- Energy relative to the best compared isomer or geometry (same formula, charge and spin): 102.0 kJ/mol
- M: 99.114 g/mol

Atoms and positions in Å:
1 S -0.813 -1.617 -0.971
2 O 1.108 1.493 0.178
3 N -0.769 -0.367 2.268
4 C -0.188 -0.061 1.296
5 C -0.060 -0.183 -1.116
6 C 0.340 0.532 0.198
7 H 0.382 0.203 -1.854


(11)
This record from the OMol25 dataset describes a molecular structure, C3HNS in a non-equilibrium geometry. The level of theory is ωB97M-V/def2-TZVPD.

- Spin multiplicity: 1
- Gap between HOMO and LUMO: 7.6 eV
- Energy relative to the best compared isomer or geometry (same formula, charge and spin): 535.3 kJ/mol
- M: 83.115 g/mol

Atoms and positions in Å:
1 S 2.155 0.530 -0.177
2 N -0.360 -0.900 -0.662
3 C -0.131 0.935 -0.083
4 C -0.810 -0.191 0.477
5 C 0.711 0.006 -0.676
6 H -1.565 -0.379 1.121


(12)
This record from the OMol25 dataset describes a single C3HNS3 molecule in a non-equilibrium geometry. The level of theory is ωB97M-V/def2-TZVPD.

- SMILES: N#CC(=S)C(=S)S
- Spin multiplicity: 1
- Gap between HOMO and LUMO: 6.5 eV
- Energy relative to the best compared isomer or geometry (same formula, charge and spin): 95.0 kJ/mol
- M: 147.249 g/mol

Atoms and positions in Å:
1 S 1.267 1.147 1.175
2 S -0.998 -0.530 1.859
3 S -1.493 -0.785 -1.481
4 N 2.136 0.581 -2.116
5 C 1.042 0.172 -1.682
6 C 0.047 0.097 0.686
7 C -0.050 -0.234 -0.869
8 H -1.597 -1.591 1.146